No. 1
A 4-piece molecular cluster, C2H10O4 overall at a distorted geometry. Source: OMol25; level of theory: wB97M-V/def2-TZVPD.

```
16
Properties=species:S:1:pos:R:3:lowdin_charge:R:1
C -1.20617 0.85889 0.09030 0.253
C -0.64865 2.06039 -0.32770 -0.047
O -0.09710 2.14196 -1.48848 0.219
H -1.43841 0.57376 1.10479 0.107
H -1.33442 0.03308 -0.61014 0.074
H -0.45768 3.00294 0.19249 0.176
H -0.39557 1.43130 -2.09423 0.180
H -0.93551 -1.83087 -0.68380 0.010
H -2.41398 -1.71135 -1.10550 0.040
O -1.59932 -2.18808 -1.29998 -0.034
H 3.11848 0.13086 0.35894 0.025
H 2.15360 -0.49804 1.42767 -0.015
O 2.98189 -0.61164 0.94834 -0.053
H -0.64314 -1.16611 1.56859 0.015
H 0.51768 -2.16510 1.77214 0.086
O 0.30267 -1.22467 1.71962 -0.035
```

Calculated values
E_HOMO (spin up / spin down) = -0.5206 / -0.5206 Eh
molecular weight = 98.1 g/mol
spin multiplicity = 2
DFT total energy = -382.7634 hartree
ΔE to the lowest compared entry with this formula, charge and spin = 34.6 kcal/mol
expectation value of S² = 0.757
Kohn-Sham gap (spin up / spin down) = 8.6 / 5.0 eV
charge = +1



No. 2
A 3-piece molecular cluster, C17H37N2O10P2 overall at a distorted geometry. Source: OMol25; level of theory: wB97M-V/def2-TZVPD.

```
68
Properties=species:S:1:pos:R:3:lowdin_charge:R:1
O -0.01732 -2.22251 -4.02699 0.007
O -1.06157 -1.85479 -4.90302 -0.149
C -1.96146 -0.99553 -4.20566 -0.109
C -3.33687 -1.61001 -4.31372 -0.102
C -3.58112 -2.84519 -4.89883 0.087
C -4.90519 -3.31818 -4.90088 -0.052
N -5.97893 -2.74263 -4.40757 0.148
N -5.67722 -1.55919 -3.90392 0.065
C -4.49869 -0.99154 -3.83603 0.038
H -0.24079 -3.09251 -3.65900 0.117
H -1.64449 -1.04113 -3.15634 0.146
H -1.89780 0.01281 -4.62231 0.150
H -2.79585 -3.44537 -5.33851 0.141
H -5.08549 -4.28472 -5.36418 0.137
H -6.47239 -1.04648 -3.53048 0.193
H -4.41136 -0.00526 -3.38995 0.166
O -1.08971 -2.40640 0.52083 -0.236
P -1.77492 -1.85410 1.72856 0.588
O -1.63327 -3.09223 2.78682 -0.206
C -0.33486 -3.50672 3.20672 -0.282
C 0.32395 -2.48163 4.11125 -0.075
O -3.34581 -2.05343 1.28695 -0.199
C -3.68534 -2.29765 -0.06190 -0.325
C -3.80236 -3.78610 -0.33114 -0.067
O -2.29023 -0.81594 2.91364 -0.179
C -1.64104 0.46349 3.05255 -0.266
C -1.55953 1.22092 1.74270 -0.076
H 0.29405 -3.71660 2.33739 0.110
H -0.46794 -4.44243 3.74902 0.120
H 0.60795 -1.58902 3.54253 0.064
H 1.22848 -2.88842 4.56333 0.082
H -0.35769 -2.16762 4.90208 0.086
H -2.96767 -1.82334 -0.73765 0.083
H -4.65615 -1.82215 -0.24157 0.109
H -2.90032 -4.31668 -0.02923 0.079
H -3.98184 -3.97752 -1.39429 0.059
H -4.62801 -4.20919 0.24146 0.084
H -0.64371 0.32475 3.47652 0.105
H -2.22436 1.03380 3.77453 0.125
H -0.89072 0.71282 1.03587 0.061
H -1.16989 2.22566 1.90268 0.087
H -2.54352 1.28963 1.27521 0.083
O 4.54468 2.38324 -0.61816 -0.219
P 3.83230 2.85874 0.59726 0.562
O 3.99990 1.63607 1.66820 -0.207
C 5.30797 1.25913 2.09103 -0.285
C 5.94138 2.30948 2.98499 -0.077
O 2.27068 2.63129 0.16196 -0.216
C 1.90488 2.37220 -1.18883 -0.296
C 1.81244 0.88099 -1.44291 -0.071
O 3.31119 3.94918 1.73106 -0.188
C 3.95343 5.23555 1.80830 -0.275
C 4.02824 5.93080 0.46350 -0.081
H 5.94109 1.05641 1.22322 0.112
H 5.19932 0.32569 2.64329 0.118
H 6.20190 3.20274 2.40733 0.064
H 6.85638 1.93020 3.44028 0.081
H 5.25260 2.61429 3.77339 0.085
H 2.59441 2.85136 -1.88303 0.106
H 0.92557 2.83195 -1.34622 0.112
H 2.72978 0.36547 -1.16108 0.079
H 1.61165 0.67849 -2.49739 0.073
H 1.00790 0.44463 -0.84550 0.059
H 4.95231 5.12207 2.23787 0.103
H 3.36796 5.83688 2.50312 0.122
H 4.69696 5.39470 -0.22028 0.074
H 4.41192 6.94441 0.57635 0.084
H 3.04419 5.97234 -0.00519 0.085
```

Calculated values
E_HOMO = -0.4311 Eh
molecular weight = 491.4 g/mol
DFT total energy = -2214.2512 hartree
Kohn-Sham gap = 6.6 eV
charge = +1



No. 3
An isolated ion of composition C5H8IN2 and charge +1 at a distorted geometry. Source: OMol25; level of theory: wB97M-V/def2-TZVPD.

```
16
Properties=species:S:1:pos:R:3:lowdin_charge:R:1
C -0.01624 -0.37792 0.57189 0.017
C -1.09422 0.29107 -0.03495 -0.357
C -0.95268 0.80271 -1.24751 -0.505
C -2.45690 0.30530 0.58257 -0.007
C 2.31075 -0.80660 0.45756 0.028
N 1.15790 0.30122 -1.23857 0.160
N 1.11182 -0.25400 -0.07885 -0.228
I -1.62260 1.91947 -2.78609 1.078
H -0.19170 -0.84416 1.45493 0.129
H -2.16699 0.34485 1.62851 0.096
H -2.94748 1.07853 0.16027 0.037
H -3.05352 -0.66217 0.62907 0.138
H 2.82036 -0.24490 1.11610 0.066
H 2.14167 -1.80109 0.78561 0.103
H 3.11706 -0.91207 -0.38514 0.155
H 1.84278 0.85977 -1.61540 0.090
```

Calculated values
E_HOMO = -0.4795 Eh
molecular weight = 223.0 g/mol
DFT total energy = -602.0908 hartree
ΔE to the lowest compared entry with this formula, charge and spin = 108.4 kcal/mol
Kohn-Sham gap = 8.4 eV
charge = +1



No. 4
A 2-piece molecular cluster, C2H4BrCl overall at a distorted geometry. Source: OMol25; level of theory: wB97M-V/def2-TZVPD.

```
8
Properties=species:S:1:pos:R:3:lowdin_charge:R:1
C 0.05607 -1.48005 0.39657 -0.072
C -0.57440 -0.53153 -0.32777 -0.105
Cl 1.72415 3.27306 0.31321 -0.113
Br -0.22233 3.10126 -0.49981 0.146
H -0.30700 -1.87135 1.46145 0.088
H 0.98990 -1.97749 0.10631 0.038
H -1.51258 -0.27673 -0.18392 -0.016
H -0.15381 -0.23718 -1.26604 0.035
```

Calculated values
SMILES = ClBr.C=C
E_HOMO = -0.3675 Eh
molecular weight = 143.4 g/mol
DFT total energy = -3112.7301 hartree
ΔE to the lowest compared entry with this formula, charge and spin = 52.3 kcal/mol
Kohn-Sham gap = 8.9 eV